{
  "formula": "C7H9O4P",
  "method": "ωB97M-V with the def2-TZVPD basis set",
  "species": ["C", "C", "C", "O", "P", "O", "O", "C", "C", "C", "C", "O", "H", "H", "H", "H", "H", "H", "H", "H", "H"],
  "positions_angstrom": [[0.965470, 1.431632, 1.173159], [1.645929, 0.814472, -0.088567], [1.076508, 1.270862, -1.484362], [2.913179, 0.888653, -0.023062], [1.313096, -1.164264, 0.005994], [1.711479, -1.710259, 1.337568], [1.999653, -1.677779, -1.213494], [-0.625617, -1.443634, 0.006603], [-1.419283, -0.910819, 0.979129], [-2.770428, -0.770581, 0.552644], [-2.697076, -1.352339, -0.707755], [-1.422757, -1.680499, -1.056895], [0.843407, 2.451039, 1.058079], [-0.087905, 1.135200, 1.256052], [1.600420, 1.059626, 2.030250], [0.048007, 1.211284, -1.594198], [1.516732, 2.268183, -1.638951], [1.503720, 0.621435, -2.332818], [-1.101134, -0.542734, 1.967519], [-3.529656, -0.510039, 1.319439], [-3.483752, -1.389440, -1.546326]],
  "forces_ev_per_angstrom": [[-0.3, -2.5, -0.1], [-2.2, -1.6, -0.1], [2.9, -0.7, -0.5], [2.7, 0.7, 0.0], [0.4, 1.0, -0.2], [-0.3, -0.3, 0.9], [-0.5, -0.9, -0.8], [1.3, 0.9, 0.7], [0.2, 0.7, 1.9], [1.0, -1.6, -0.4], [-2.5, 1.0, -1.2], [-1.2, 0.0, -0.4], [0.7, 2.7, 0.0], [0.2, -0.4, 0.3], [-0.9, 0.7, -0.8], [-2.4, 0.3, 0.0], [-0.5, 0.2, -0.1], [-0.3, 0.7, 1.5], [0.2, -0.5, -0.8], [0.1, -0.1, -1.4], [1.5, -0.2, 1.4]],
  "lowdin_charge": [-0.10, -0.84, -0.10, -0.26, 0.43, -0.43, -0.43, -0.27, -0.17, -0.11, -0.21, -0.04, 0.01, 0.02, 0.09, 0.01, 0.04, 0.08, 0.10, 0.09, 0.11],
  "smiles": "CC(C)([O-])[P@](=O)([O-])c1ccco1",
  "charge": -2,
  "gap_ha": 0.1614,
  "spin_multiplicity": 1,
  "de_lowest_ev": 1.2202
}